1.
{
  "formula": "C4H9O2",
  "method": "ωB97M-V/def2-TZVPD",
  "symbols": ["O", "C", "C", "C", "C", "O", "H", "H", "H", "H", "H", "H", "H", "H", "H"],
  "coordinates": [[-0.480, 1.069, 2.966], [-0.308, 0.218, 1.900], [-0.726, 0.700, 0.336], [-0.331, 0.106, -1.018], [1.047, -0.573, -0.818], [1.125, -1.738, -1.548], [0.756, 0.047, 1.794], [-1.074, -0.587, 1.994], [-1.803, 1.024, 0.522], [-0.124, 1.626, 0.255], [-0.974, -0.733, -1.297], [-0.599, 0.857, -1.758], [1.132, -0.669, 0.340], [1.692, 0.354, -1.189], [0.667, -1.700, -2.480]],
  "multiplicity": 1,
  "smiles": "[O-]CCCCO",
  "homo_energy_ev": -2.245,
  "homo_lumo_gap_ha": 0.20680,
  "fmax_ev_per_a": 4.65,
  "total_charge": -1,
  "e_above_lowest_kj_mol": 438.2
}

2.
{
  "formula": "C2H4N2S",
  "method": "ωB97M-V/def2-TZVPD",
  "symbols": ["C", "C", "N", "N", "S", "H", "H", "H", "H"],
  "coordinates": [[1.811, -0.174, -0.081], [-0.400, -0.012, 0.175], [2.911, -0.346, 0.176], [-0.951, 1.051, -0.528], [-0.921, -1.606, -0.072], [-0.372, 0.245, 1.169], [-0.690, 1.942, -0.310], [-0.901, 0.848, -1.589], [-0.487, -1.947, 1.060]],
  "multiplicity": 1,
  "homo_energy_ev": -9.764,
  "homo_lumo_gap_ha": 0.35068,
  "fmax_ev_per_a": 6.35,
  "e_above_lowest_kj_mol": 263.5
}

These records have molar mass values of 89.1 88.1 g mol⁻¹, in the order they appear.